1.
{
  "formula": "C20H21BF2N",
  "method": "ωB97M-V with the def2-TZVPD basis set",
  "elements": ["C", "C", "N", "B", "H", "C", "C", "C", "C", "C", "H", "H", "H", "H", "H", "H", "H", "H", "H", "H", "H", "F", "C", "C", "C", "C", "C", "C", "C", "C", "C", "C", "C", "F", "C", "C", "H", "H", "H", "H", "H", "H", "H", "H", "H"],
  "coordinates": [[-0.118443, 3.668307, 13.352569], [-1.235920, 3.970355, 12.418784], [-1.293376, 3.150869, 11.350896], [-0.267297, 2.105388, 11.262516], [-0.224120, 0.309431, 9.018059], [-2.206625, 3.231197, 10.376485], [-2.133742, 2.269843, 9.248643], [-3.173087, 4.213664, 10.443529], [-3.164637, 5.093426, 11.524043], [-2.185026, 4.970500, 12.519851], [-0.109249, 4.351647, 14.206307], [-0.186746, 2.645053, 13.748546], [0.857842, 3.747404, 12.852828], [0.696263, 2.380377, 10.646121], [-0.571101, 1.050739, 11.682448], [-2.968425, 2.468960, 8.569601], [-1.214927, 2.371953, 8.666573], [-2.207605, 1.229247, 9.566096], [-3.900382, 4.261196, 9.639046], [-3.926718, 5.877235, 11.588269], [-2.131253, 5.633687, 13.383371], [-2.971613, 1.592835, 5.083011], [-2.748211, 0.537929, 5.940675], [-3.835989, -0.182288, 6.418352], [-3.617900, -1.094514, 7.457749], [-2.339401, -1.253765, 7.992694], [-1.251719, -0.524177, 7.480224], [0.009751, -0.466990, 8.311117], [1.324945, -0.091148, 7.687754], [2.360900, -1.030719, 7.736102], [3.545876, -0.813148, 7.057595], [3.745222, 0.380530, 6.348097], [2.749181, 1.356335, 6.433082], [2.957457, 2.547585, 5.774596], [1.564703, 1.174003, 7.143603], [-1.447536, 0.368553, 6.425281], [-4.840206, 0.045594, 6.061949], [-4.447175, -1.689190, 7.848105], [-2.182571, -1.905393, 8.857137], [0.106411, -1.415921, 8.877278], [2.199421, -1.940408, 8.316426], [4.318284, -1.583734, 7.058724], [4.669097, 0.571143, 5.798118], [0.852036, 1.997820, 7.247891], [-0.624222, 0.969750, 6.035758]],
  "forces_ev_per_a": [[0.3, 0.1, 0.5], [-0.5, 0.3, -0.2], [-0.3, 0.4, 0.2], [0.5, -0.9, -0.6], [0.0, 0.3, 0.8], [-0.5, 0.3, -0.3], [-0.3, 0.0, -0.4], [0.0, 0.3, 0.3], [0.0, 0.1, 0.1], [0.0, 0.1, 0.1], [0.0, -0.1, -0.2], [-0.2, 0.1, 0.0], [-0.2, 0.1, 0.0], [0.3, -0.1, 0.1], [0.2, -0.2, 0.2], [0.2, -0.2, 0.0], [0.1, 0.1, 0.1], [-0.1, -0.1, 0.1], [0.0, 0.1, 0.2], [0.4, -0.3, 0.0], [-0.2, -0.1, -0.3], [0.2, -1.1, 0.4], [0.1, 0.7, 0.1], [0.1, 0.3, 0.2], [0.3, -0.1, -0.2], [0.0, 0.2, -0.1], [-0.4, 0.3, 0.0], [0.1, -0.6, 0.2], [0.3, -0.3, 0.3], [-0.5, 0.0, -0.2], [0.4, 0.4, -0.3], [-0.3, 0.0, 0.4], [0.5, 0.4, -0.3], [-0.3, -0.9, 0.7], [0.2, -0.1, -0.4], [-0.5, -0.1, -0.1], [0.3, -0.2, -0.1], [0.2, 0.3, -0.1], [-0.1, 0.1, -0.4], [0.0, 0.6, -0.3], [0.1, 0.1, -0.4], [-0.2, 0.3, 0.0], [-0.4, 0.0, 0.1], [0.2, -0.3, -0.3], [-0.4, -0.2, 0.0]],
  "max_force_ev_per_a": 1.2,
  "de_lowest_ev": 0.000,
  "total_charge": 1,
  "orbital_gap_ev": 7.325,
  "energy_ev": -28675.5775
}

2.
{
  "formula": "C20H21BN2O5",
  "method": "ωB97M-V with the def2-TZVPD basis set",
  "elements": ["C", "C", "O", "N", "C", "C", "C", "C", "C", "C", "O", "N", "C", "C", "C", "C", "O", "C", "C", "C", "C", "C", "C", "B", "O", "O", "C", "C", "H", "H", "H", "H", "H", "H", "H", "H", "H", "H", "H", "H", "H", "H", "H", "H", "H", "H", "H", "H", "H"],
  "coordinates": [[-4.062568, 4.505259, -5.444765], [-3.166136, 4.147370, -4.286926], [-3.331536, 4.710630, -3.242557], [-2.205034, 3.157737, -4.511563], [-1.432805, 2.571756, -3.493263], [-1.334080, 3.135682, -2.207391], [-0.623350, 2.501501, -1.230902], [0.079009, 1.338124, -1.480400], [0.908213, 0.688949, -0.440109], [0.423407, -0.701898, -0.145515], [0.425726, -1.506306, -1.055866], [-0.038394, -0.969930, 1.117143], [-0.460419, -2.288867, 1.467976], [-0.303674, -2.698076, 2.952009], [0.964581, -2.238388, 3.648790], [0.997860, -1.963171, 4.969305], [2.223691, -1.566898, 5.399386], [3.074190, -1.587257, 4.338106], [4.446971, -1.298647, 4.199839], [5.037477, -1.482920, 2.979004], [4.339598, -1.952612, 1.852040], [2.969284, -2.167105, 1.975116], [2.299192, -1.960760, 3.202053], [-2.006896, -2.426264, 1.096230], [-2.395887, -2.193513, -0.220328], [-2.901629, -2.786749, 2.100619], [0.054543, 0.785364, -2.758679], [-0.734817, 1.364122, -3.719782], [-4.736167, 3.670700, -5.641618], [-4.673014, 5.367748, -5.206222], [-3.498892, 4.770563, -6.338105], [-2.108720, 2.824044, -5.456815], [-1.844231, 4.035321, -1.952624], [-0.555742, 2.886497, -0.224810], [1.969751, 0.663030, -0.793161], [0.941145, 1.264124, 0.494667], [-0.234292, -0.236354, 1.788128], [0.017096, -3.057747, 0.799654], [-0.376473, -3.759257, 3.061611], [-1.148103, -2.302281, 3.511267], [0.144287, -2.077277, 5.627700], [5.020319, -0.960078, 5.058307], [6.092301, -1.334134, 2.805826], [4.803773, -2.201850, 0.920480], [2.424047, -2.557019, 1.120999], [-1.510003, -1.974396, -0.653352], [-3.766580, -2.915520, 1.658645], [0.628624, -0.102818, -2.934479], [-0.835641, 0.879570, -4.705668]],
  "forces_ev_per_a": [[0.1, -0.2, -0.5], [0.2, -0.3, -1.0], [0.0, 0.3, 1.2], [-0.7, 0.7, 0.3], [0.6, -0.5, 0.9], [-0.5, 0.1, -0.9], [0.8, -0.8, 0.5], [0.0, 0.1, -0.6], [1.2, 0.4, 1.2], [0.1, 0.9, 0.8], [-0.3, -1.4, 0.0], [0.9, 0.6, -0.7], [-1.3, -2.3, 0.2], [1.1, 1.3, -0.1], [-0.4, 0.4, 0.3], [-0.4, -0.3, -0.8], [0.7, 0.3, 1.3], [-1.0, -0.2, -2.2], [-0.8, 0.1, 1.5], [0.4, -0.5, -1.3], [-1.6, 0.1, 1.2], [0.0, -0.1, -0.1], [1.7, -0.5, -0.5], [-0.6, -0.3, -0.3], [1.8, 0.2, 0.8], [-0.4, 0.1, -1.7], [-0.3, 0.4, 0.5], [-0.7, 0.5, -1.4], [0.1, -0.1, -0.3], [0.1, 0.0, 0.4], [0.1, -0.3, -0.2], [0.0, -0.2, 0.1], [-0.2, 0.3, -0.1], [-0.2, 0.4, 0.1], [-0.8, -0.4, 0.3], [-0.1, 0.1, -0.2], [0.4, 0.0, -0.4], [0.1, 1.0, 0.6], [-0.1, -0.8, -0.3], [0.0, 0.1, 0.1], [0.6, 0.3, 0.5], [0.0, -0.1, -0.1], [0.2, 0.2, 0.5], [0.4, 0.1, -0.2], [-0.1, 0.1, 0.0], [-1.6, -0.4, 0.0], [0.4, 0.1, 0.6], [0.0, -0.3, -0.3], [0.2, 0.3, 0.5]],
  "max_force_ev_per_a": 2.6,
  "de_lowest_ev": 0.288,
  "orbital_gap_ev": 8.801,
  "smiles": "CC(=O)Nc1ccc(CC(=O)N[C@@H](Cc2coc3ccccc23)B(O)O)cc1",
  "energy_ev": -34978.2905
}

3.
{
  "formula": "C20H21BeN4O4",
  "method": "ωB97M-V with the def2-TZVPD basis set",
  "elements": ["Be", "C", "C", "N", "O", "C", "C", "N", "O", "H", "H", "H", "H", "H", "H", "H", "C", "C", "C", "C", "C", "C", "N", "C", "C", "C", "C", "C", "C", "H", "H", "H", "H", "H", "H", "H", "H", "H", "H", "O", "C", "C", "C", "C", "O", "N", "H", "H", "H", "H"],
  "coordinates": [[-1.123927, 0.443921, 0.690078], [1.023680, -2.874661, -0.035595], [0.427524, -1.505509, -0.078368], [-0.613614, -1.103537, 0.651099], [-1.221703, -2.124454, 1.396796], [1.182418, 0.798912, -0.440217], [1.891107, 1.654691, -1.497677], [-0.124639, 1.375867, -0.076236], [-0.191483, 2.663919, -0.222734], [0.368812, -3.561489, 0.494564], [1.989004, -2.837447, 0.487931], [1.209133, -3.240127, -1.050607], [-2.167855, -1.941433, 1.241661], [2.576074, 1.042422, -2.082201], [2.445982, 2.457896, -1.018248], [1.143375, 2.113170, -2.142349], [-0.328510, -1.330532, -4.909874], [-1.249321, -0.995108, -3.920326], [-0.822717, -0.715413, -2.634168], [0.535367, -0.762519, -2.305045], [1.448261, -1.113822, -3.298711], [1.016455, -1.394940, -4.589295], [1.025159, -0.567450, -0.962854], [2.075189, 0.668581, 0.811017], [1.687739, 1.167317, 2.048218], [2.501489, 0.994955, 3.161782], [3.710662, 0.327586, 3.052730], [4.117842, -0.148356, 1.812473], [3.305452, 0.024854, 0.702695], [-0.665986, -1.552414, -5.915085], [-2.305893, -0.950911, -4.154984], [-1.537888, -0.460338, -1.865244], [2.501216, -1.177722, -3.053120], [1.742701, -1.672140, -5.344977], [0.746888, 1.698018, 2.131554], [2.173831, 1.378581, 4.120756], [4.332948, 0.179467, 3.927546], [5.062114, -0.671083, 1.711686], [3.615711, -0.364343, -0.259496], [-3.816116, -1.020319, 0.938521], [-3.700121, 0.097043, 1.432010], [-4.854497, 0.852651, 2.083417], [-4.212868, 2.149506, 2.560845], [-2.719887, 1.934204, 2.295797], [-1.838313, 2.628439, 2.742652], [-2.548041, 0.808653, 1.512377], [-5.255802, 0.246885, 2.895884], [-5.650666, 0.991447, 1.352806], [-4.370895, 2.368958, 3.614904], [-4.535389, 3.018122, 1.985613]],
  "forces_ev_per_a": [[-0.5, -1.2, 0.6], [-0.1, 0.4, 0.1], [0.8, -0.8, -0.5], [-0.6, 1.4, 0.0], [-0.3, -0.1, 0.2], [0.5, -0.2, -0.2], [-0.2, 0.2, 0.1], [0.5, 0.7, -0.4], [-0.2, -0.1, 0.1], [0.0, -0.1, -0.1], [0.1, -0.1, 0.0], [0.0, -0.1, 0.0], [0.0, -0.1, 0.0], [0.0, 0.0, 0.1], [0.0, 0.0, 0.0], [0.1, -0.1, -0.1], [-0.1, 0.0, 0.0], [0.1, 0.0, 0.0], [0.0, 0.1, 0.1], [0.2, 0.1, 0.1], [-0.1, 0.0, -0.1], [0.1, 0.0, -0.1], [-0.5, 0.0, 0.1], [-0.1, -0.1, -0.1], [0.0, 0.1, -0.2], [0.0, 0.0, 0.0], [0.0, 0.0, 0.0], [0.0, 0.0, 0.0], [0.0, 0.0, 0.0], [0.0, 0.0, 0.0], [0.0, 0.0, 0.0], [0.0, 0.0, 0.1], [0.0, 0.0, 0.1], [0.0, 0.0, 0.0], [0.0, 0.0, 0.1], [0.0, 0.0, 0.0], [0.0, 0.0, 0.0], [0.0, 0.0, 0.0], [0.0, 0.0, 0.0], [0.1, 0.2, 0.0], [-0.2, -0.3, 0.0], [0.1, 0.1, 0.0], [0.0, -0.1, 0.0], [-0.2, 0.2, 0.2], [0.0, 0.0, -0.1], [0.5, 0.1, -0.3], [0.0, 0.0, 0.0], [0.0, 0.0, 0.0], [0.0, 0.0, 0.0], [0.0, 0.0, 0.0]],
  "max_force_ev_per_a": 1.5,
  "total_charge": -1,
  "orbital_gap_ev": [7.086, 4.395],
  "energy_ev": -35634.3698
}

4.
{
  "formula": "C20H21BrN4O4",
  "method": "ωB97M-V with the def2-TZVPD basis set",
  "elements": ["N", "C", "O", "C", "C", "N", "C", "O", "C", "C", "C", "C", "C", "Br", "C", "C", "C", "C", "C", "N", "C", "C", "C", "C", "C", "N", "O", "O", "C", "H", "H", "H", "H", "H", "H", "H", "H", "H", "H", "H", "H", "H", "H", "H", "H", "H", "H", "H", "H", "H"],
  "coordinates": [[-0.807415, -2.549921, 4.501461], [-0.118058, -1.403890, 4.344985], [0.783947, -1.057714, 5.077271], [-0.583272, -0.551348, 3.168881], [0.525883, -0.492861, 2.108137], [0.882575, -1.806110, 1.591085], [0.067182, -2.855404, 1.341831], [-1.096671, -2.941741, 1.689370], [0.729910, -3.961969, 0.581072], [-0.006994, -4.613939, -0.402304], [0.560995, -5.645400, -1.128148], [1.859783, -6.048978, -0.869329], [2.577286, -5.406110, 0.125728], [4.361373, -5.966064, 0.503237], [2.032623, -4.363424, 0.853561], [0.120571, 0.447798, 0.993784], [0.266263, 1.832394, 1.161945], [-0.129591, 2.712394, 0.192029], [-0.702286, 2.275806, -1.024657], [-1.113709, 3.147383, -1.957495], [-1.003635, 4.574170, -1.887049], [0.386139, 5.185953, -2.186046], [-0.266669, 6.119935, -3.215558], [-1.571445, 5.314801, -3.106748], [-0.816946, 0.871136, -1.199752], [-1.307211, 0.281217, -2.385782], [-1.310946, -0.934160, -2.472847], [-1.699985, 1.006739, -3.299833], [-0.417317, -0.006305, -0.183804], [-1.388897, -2.892060, 3.751195], [-0.508906, -3.196684, 5.213875], [-0.751168, 0.463986, 3.530834], [-1.501562, -0.939758, 2.736132], [1.425481, -0.100459, 2.600501], [1.796519, -1.840696, 1.165580], [-1.020272, -4.295851, -0.592393], [-0.008193, -6.141691, -1.898682], [2.309911, -6.855649, -1.426997], [2.607096, -3.895847, 1.639884], [0.702660, 2.208010, 2.075748], [0.003482, 3.769656, 0.348610], [-1.457518, 2.738415, -2.823515], [-1.425988, 4.933945, -0.943758], [0.886866, 5.667217, -1.349315], [1.060687, 4.459733, -2.634389], [0.196612, 6.135969, -4.198480], [-0.367321, 7.141194, -2.856317], [-2.478652, 5.888036, -2.932865], [-1.730477, 4.649352, -3.952850], [-0.552739, -1.061206, -0.367825]],
  "forces_ev_per_a": [[-0.2, -0.5, 0.2], [-0.4, 0.2, -0.3], [0.4, 0.2, 0.2], [0.3, -0.1, 0.1], [-0.3, 0.2, 0.1], [0.3, 0.1, 0.1], [0.4, -0.1, 0.0], [-0.4, 0.1, -0.2], [0.0, -0.3, -0.1], [0.0, 0.1, 0.1], [0.0, 0.1, 0.0], [0.2, 0.0, 0.1], [0.3, -0.1, 0.0], [-0.3, 0.1, 0.0], [0.0, 0.0, 0.0], [0.1, 0.0, -0.1], [-0.1, -0.2, -0.2], [0.0, 0.1, 0.0], [-0.1, -0.4, -0.1], [-0.4, 0.0, -0.6], [0.2, 0.0, 0.3], [0.2, 0.1, 0.2], [0.1, 0.2, -0.2], [-0.2, 0.0, 0.0], [0.5, 0.5, 1.2], [-0.2, -0.5, -0.7], [-0.1, 0.0, -0.1], [-0.1, -0.1, -0.1], [0.0, 0.1, -0.1], [0.1, 0.0, 0.0], [0.0, 0.1, 0.0], [0.0, 0.0, 0.0], [0.0, 0.1, 0.0], [-0.2, -0.1, -0.1], [-0.1, -0.1, 0.0], [-0.1, 0.0, 0.0], [-0.1, 0.0, -0.1], [0.0, 0.0, 0.0], [0.0, 0.0, 0.1], [0.1, 0.1, 0.1], [0.0, 0.1, 0.0], [0.1, 0.1, 0.4], [0.0, 0.0, -0.1], [0.1, 0.0, 0.0], [0.0, -0.1, 0.0], [0.0, 0.1, 0.0], [0.0, 0.1, 0.0], [-0.1, 0.0, 0.0], [0.0, -0.1, -0.1], [0.0, 0.0, 0.0]],
  "max_force_ev_per_a": 1.4,
  "de_lowest_ev": 3.322,
  "orbital_gap_ev": 7.765,
  "smiles": "NC(=O)C[C@@H](NC(=O)c1cccc(Br)c1)c1ccc(NC2CCC2)c([N+](=O)[O-])c1",
  "energy_ev": -105272.1813
}